Record 1
Here is C24H31BN13OSTi as an isolated structure from the OMol25 dataset. Energies are from ωB97M-V with the def2-TZVPD basis set.

```
72
Properties=species:S:1:pos:R:3:forces:R:3
Ti 0.148 -0.367 -0.069 0.6 0.2 -0.2
C 1.825 -4.570 -0.070 0.0 0.0 0.0
C 0.754 -3.698 0.093 0.0 0.0 0.0
N 1.125 -2.435 -0.128 0.0 0.0 0.0
N 2.444 -2.481 -0.427 0.1 0.0 0.1
C 2.883 -3.745 -0.400 0.0 0.0 0.0
B 3.296 -1.174 -0.456 0.0 -0.1 0.0
N 2.706 -0.223 -1.492 0.0 0.0 0.0
C 2.660 1.141 -1.451 0.0 0.0 0.0
C 2.384 1.585 -2.715 0.0 0.0 0.0
C 2.296 0.406 -3.484 0.1 0.0 0.0
N 2.500 -0.671 -2.753 0.1 0.0 0.0
N 3.121 -0.533 0.942 0.0 0.0 0.0
C 3.957 -0.479 1.990 0.0 0.0 0.0
C 3.218 -0.211 3.124 0.0 0.0 0.0
C 1.903 -0.120 2.675 0.1 0.0 0.0
N 1.850 -0.296 1.356 -0.2 0.0 0.2
N 4.755 -1.497 -0.747 0.0 0.0 -0.1
C 5.434 -1.263 -1.897 0.0 0.1 0.1
C 6.676 -1.835 -1.776 0.0 0.0 0.0
C 6.664 -2.419 -0.496 0.0 0.0 0.0
N 5.510 -2.222 0.117 0.0 0.0 0.0
H 1.829 -5.640 0.031 0.0 0.0 0.0
H -0.262 -3.944 0.364 0.0 0.0 0.0
H 3.916 -3.969 -0.603 0.0 0.0 0.0
H 2.825 1.674 -0.530 0.0 0.0 0.0
H 2.249 2.604 -3.035 0.0 0.0 0.0
H 2.093 0.304 -4.539 0.0 0.0 0.0
H 5.004 -0.677 1.854 0.0 0.0 0.0
H 3.578 -0.105 4.132 0.0 0.0 0.0
H 1.003 0.053 3.238 0.1 -0.1 0.0
H 4.981 -0.717 -2.705 0.0 0.0 0.0
H 7.471 -1.829 -2.500 0.0 0.0 0.0
H 7.445 -2.971 0.003 0.0 0.0 0.0
N -4.211 1.769 0.079 0.0 0.0 0.0
C -3.039 1.074 0.060 -0.1 0.0 0.0
S -1.675 1.943 -0.667 0.0 -0.1 0.0
N -3.026 -0.116 0.531 0.0 0.0 0.0
N -1.925 -0.950 0.429 -0.2 -0.1 0.0
C -1.832 -1.684 -0.637 -0.2 0.1 0.0
C -2.264 -1.309 -2.001 0.0 -0.1 0.0
C -3.419 -1.647 -2.686 0.0 0.0 0.0
C -3.556 -1.264 -4.013 0.0 0.0 0.0
C -2.530 -0.565 -4.639 0.0 0.0 0.0
C -1.368 -0.230 -3.962 0.0 0.0 0.0
C -1.230 -0.597 -2.628 0.0 0.0 0.0
O -0.141 -0.279 -1.907 -0.1 -0.3 0.0
H -4.223 2.691 -0.316 0.0 0.0 0.0
H -5.072 1.251 0.120 0.0 0.0 0.0
H -1.196 -2.555 -0.563 0.1 0.1 0.0
H -4.203 -2.202 -2.187 0.0 0.0 0.0
H -4.455 -1.516 -4.559 0.0 0.0 0.0
H -2.639 -0.275 -5.677 0.0 0.0 0.0
H -0.569 0.323 -4.437 0.0 0.0 0.0
C -0.608 1.976 2.790 0.0 0.0 -0.1
C -0.164 2.586 1.443 0.0 0.0 0.0
C 1.316 2.989 1.437 0.0 0.0 0.0
C -0.934 3.901 1.266 0.0 0.0 0.0
N -0.387 1.599 0.337 -0.2 0.1 0.1
H -1.648 2.233 3.003 0.0 0.0 0.0
H -0.001 2.346 3.620 0.0 0.0 0.0
H -0.552 0.889 2.778 -0.1 0.1 0.0
H 1.519 3.680 2.258 0.0 0.0 0.0
H 1.540 3.498 0.497 0.0 0.0 0.0
H 1.988 2.145 1.537 0.0 -0.1 0.0
H -0.683 4.394 0.326 0.0 0.0 0.0
H -2.012 3.762 1.311 0.0 0.0 0.0
H -0.650 4.564 2.086 0.0 0.0 0.0
N -0.863 -1.750 3.422 0.0 0.0 0.0
H -0.264 -2.534 3.186 0.0 0.0 0.0
H -1.358 -1.997 4.271 0.0 0.0 0.0
H -1.551 -1.662 2.681 0.0 0.0 0.0
```
Positions in Å, forces in eV/Å.

Output
Gap between HOMO and LUMO (alpha / beta) ... 7.5 / 8.0 eV
Electronic energy ... -81439.856 eV
2S+1 ... 2
Net charge ... 0

Record 2
Here is C24H31BrCeNO4S2Si as an isolated structure at a distorted geometry from the OMol25 dataset. Energies are from ωB97M-V with the def2-TZVPD basis set.

```
65
Properties=species:S:1:pos:R:3:forces:R:3
Ce 0.450 -0.133 0.058 1.0 1.0 -1.0
O 6.747 -2.479 -0.238 -0.2 -0.1 0.0
C 5.563 -1.923 -0.116 -0.2 0.2 0.0
C 5.320 -0.544 -0.162 -0.2 0.2 0.0
C 4.030 -0.073 -0.053 0.5 0.2 -0.1
N 2.960 -0.865 0.132 -0.7 -0.1 0.0
C 3.224 -2.174 0.198 -0.1 -0.4 0.1
Br 1.643 -3.216 0.511 0.5 0.3 0.0
C 4.451 -2.766 0.073 -0.2 0.0 0.0
H 7.470 -1.846 -0.366 -0.1 0.0 0.0
H 6.135 0.151 -0.288 0.1 0.1 -0.1
H 3.814 0.983 -0.125 0.2 0.0 0.0
H 4.583 -3.834 0.115 0.0 -0.1 0.0
O -1.523 0.943 0.282 1.8 -1.3 0.5
S -2.333 1.968 -0.498 -1.6 0.7 -2.1
C -3.954 1.134 -0.821 0.2 0.0 0.4
C -3.840 -0.358 -1.079 0.3 -0.1 0.2
C -3.847 -1.164 0.224 0.2 0.1 -0.1
C -3.576 -2.637 -0.038 0.3 0.0 -0.3
S -1.778 -3.069 -0.019 -1.3 -0.8 1.4
O -1.053 -1.819 -0.496 1.2 1.9 -0.2
C -1.522 -3.041 1.779 0.2 -0.1 -0.6
C -1.005 -1.924 2.421 0.1 0.4 -0.2
C -0.698 -1.994 3.772 0.0 0.2 -0.2
C -0.900 -3.178 4.468 0.0 0.0 0.0
C -1.432 -4.285 3.825 0.0 0.1 0.0
C -1.742 -4.219 2.476 0.0 0.1 -0.2
C -1.663 1.895 -2.184 0.0 0.1 0.6
C -0.852 0.853 -2.616 0.1 -0.2 0.1
C -0.314 0.896 -3.895 0.0 -0.2 0.2
C -0.604 1.959 -4.737 0.0 0.0 0.1
C -1.433 2.983 -4.306 0.0 -0.1 -0.1
C -1.948 2.964 -3.021 -0.1 -0.1 0.3
H -4.397 1.662 -1.662 0.2 0.3 -0.1
H -4.559 1.331 0.062 -0.1 0.2 0.1
H -2.930 -0.572 -1.645 -0.1 0.0 -0.1
H -4.685 -0.677 -1.694 0.0 0.1 0.0
H -4.827 -1.068 0.697 0.1 -0.1 0.1
H -3.105 -0.759 0.920 -0.2 -0.1 0.0
H -3.939 -2.930 -1.024 0.0 -0.1 0.0
H -4.034 -3.288 0.704 0.1 -0.2 0.1
H -0.875 -0.964 1.879 -0.5 -0.5 0.6
H -0.306 -1.124 4.278 0.0 0.0 0.1
H -0.646 -3.232 5.516 0.0 0.0 0.1
H -1.597 -5.203 4.368 0.0 -0.1 0.0
H -2.140 -5.080 1.963 0.0 -0.2 -0.1
H -0.660 -0.041 -1.993 -0.5 0.3 -0.7
H 0.314 0.086 -4.235 0.1 0.0 -0.1
H -0.183 1.983 -5.730 0.0 0.0 -0.1
H -1.678 3.794 -4.974 0.0 0.1 0.0
H -2.563 3.775 -2.669 -0.1 0.2 0.0
C 1.094 1.852 1.943 -0.4 -0.7 -1.1
Si 1.568 2.730 0.208 0.8 3.7 2.9
C 0.393 4.213 -0.015 0.3 -1.2 -0.1
C 3.336 3.401 0.455 -0.7 -0.7 -0.4
O 1.399 1.559 -0.860 -1.3 -3.7 -0.5
H 1.564 2.408 2.749 0.3 0.1 0.0
H 1.475 0.793 2.057 0.0 0.6 0.5
H 0.012 1.900 2.144 0.2 -0.2 0.0
H 0.505 4.925 0.792 0.1 0.1 0.3
H -0.655 3.930 -0.066 -0.1 0.0 0.0
H 0.643 4.729 -0.934 0.1 0.1 -0.3
H 3.305 4.423 0.815 -0.2 0.2 0.1
H 3.873 3.417 -0.488 0.1 0.0 -0.2
H 3.927 2.836 1.168 0.1 -0.2 0.1
```
Positions in Å, forces in eV/Å.

Output
Gap between HOMO and LUMO ... 5.9 eV
Electronic energy ... -147567.188 eV
Net charge ... +3

Record 3
Here is C24H31F6N7O8ReS3Si2 as an isolated structure from the OMol25 dataset. Energies are from ωB97M-V with the def2-TZVPD basis set.

```
82
Properties=species:S:1:pos:R:3:forces:R:3
Re -0.095 -0.137 0.633 -0.1 0.0 -0.2
C -1.832 2.962 -2.237 0.0 0.0 0.0
Si -0.567 2.876 -0.851 0.0 0.0 0.0
C -0.461 4.434 0.176 0.0 0.0 0.0
C 1.056 2.650 -1.710 0.0 0.0 0.0
N -1.114 1.488 0.199 0.1 0.0 0.0
C -2.299 1.656 0.885 0.0 0.0 0.0
C -3.195 2.739 0.784 0.0 0.0 0.0
C -4.333 2.761 1.553 0.0 0.0 0.0
C -4.617 1.717 2.442 0.0 0.0 0.0
C -3.766 0.644 2.543 0.0 0.0 0.0
C -2.598 0.604 1.763 0.0 0.0 0.0
N -1.648 -0.410 1.766 0.0 0.0 0.0
Si -2.199 -1.964 2.592 0.0 0.0 0.0
C -3.870 -2.384 1.806 0.0 0.0 0.0
C -2.401 -1.674 4.425 0.0 0.0 0.0
C -1.113 -3.420 2.212 0.0 0.0 0.0
H -1.555 3.771 -2.919 0.0 0.0 0.0
H -2.868 3.112 -1.939 0.0 0.0 0.0
H -1.782 2.031 -2.809 0.0 0.0 0.0
H -0.619 5.300 -0.472 0.0 0.0 0.0
H 0.546 4.504 0.589 0.0 0.0 0.0
H -1.162 4.498 1.005 0.0 0.0 0.0
H 1.347 3.646 -2.063 0.0 0.0 0.0
H 0.963 2.007 -2.583 0.0 0.0 0.0
H 1.854 2.278 -1.071 0.0 0.0 0.0
H -2.999 3.561 0.116 0.0 0.0 0.0
H -5.011 3.600 1.473 0.0 0.0 0.0
H -5.505 1.756 3.058 0.0 0.0 0.0
H -3.994 -0.143 3.245 0.0 0.0 0.0
H -4.308 -1.583 1.209 0.0 0.0 0.0
H -4.592 -2.621 2.591 0.0 0.0 0.0
H -3.781 -3.277 1.182 0.0 0.0 0.0
H -3.430 -1.864 4.738 0.0 0.0 0.0
H -2.127 -0.658 4.707 0.0 0.0 0.0
H -1.740 -2.342 4.979 0.0 0.0 0.0
H -0.785 -3.483 1.173 0.0 0.0 0.0
H -1.749 -4.291 2.402 0.0 0.0 0.0
H -0.246 -3.523 2.858 0.0 0.0 0.0
F 4.674 -2.662 2.486 0.0 0.0 0.0
C 3.880 -2.019 1.630 0.0 0.0 0.0
F 3.961 -0.719 1.857 0.0 0.0 0.0
F 4.266 -2.300 0.400 0.0 0.0 0.0
S 2.152 -2.620 1.924 0.0 0.0 0.0
O 1.258 -1.695 1.190 0.0 0.0 0.0
O 2.120 -3.954 1.428 0.0 0.0 0.0
N 2.055 -2.544 3.462 0.0 0.0 0.0
S 1.227 -1.617 4.428 0.0 0.0 0.0
O 0.317 -0.740 3.741 0.0 0.0 0.0
O 0.747 -2.381 5.534 0.0 0.0 0.0
C 2.515 -0.510 5.143 0.0 0.0 0.0
F 3.511 -1.225 5.658 0.0 0.0 0.0
F 1.959 0.218 6.111 0.0 0.0 0.0
F 3.000 0.307 4.216 0.0 0.0 0.0
N 3.834 1.808 -6.963 0.0 0.0 0.0
C 3.474 1.270 -5.744 0.0 0.0 0.0
C 3.836 1.905 -4.552 0.0 0.0 0.0
C 3.513 1.344 -3.334 0.0 0.0 0.0
C 2.820 0.140 -3.286 0.0 0.0 0.0
C 2.482 -0.520 -4.463 0.0 0.0 0.0
C 2.799 0.045 -5.681 0.0 0.0 0.0
S 2.500 -0.608 -1.731 0.0 0.0 0.0
O 2.676 -2.021 -1.891 0.0 0.0 0.0
O 3.212 0.134 -0.734 0.0 0.0 0.0
N 0.896 -0.363 -1.327 0.0 -0.1 0.1
C -0.050 -1.191 -1.832 0.0 0.0 0.0
N -1.014 -1.340 -0.894 0.0 0.0 0.1
C -2.118 -2.021 -1.190 0.0 0.0 0.0
C -2.237 -2.621 -2.423 0.0 0.0 0.0
C -1.170 -2.463 -3.305 0.0 0.0 0.0
N -0.086 -1.749 -3.037 0.0 0.0 0.0
H 4.055 2.789 -6.981 0.0 0.0 0.0
H 3.327 1.488 -7.770 0.0 0.0 0.0
H 4.386 2.838 -4.588 0.0 0.0 0.0
H 3.809 1.824 -2.412 0.0 0.0 0.0
H 1.977 -1.472 -4.413 0.0 0.0 0.0
H 2.542 -0.470 -6.599 0.0 0.0 0.0
H -2.881 -2.080 -0.428 0.0 0.0 0.0
H -3.113 -3.192 -2.688 0.0 0.0 0.0
H -1.198 -2.929 -4.284 0.0 0.0 0.0
O 1.274 0.916 1.596 0.0 0.0 0.0
O 1.406 2.181 1.296 0.0 0.0 0.0
```
Positions in Å, forces in eV/Å.

Output
Gap between HOMO and LUMO (alpha / beta) ... 6.5 / 6.9 eV
Electronic energy ... -118897.224 eV
2S+1 ... 4
Net charge ... 0

Record 4
Here is C24H31N3O3PdSSi as an isolated structure from the OMol25 dataset. Energies are from ωB97M-V with the def2-TZVPD basis set.

```
64
Properties=species:S:1:pos:R:3:forces:R:3
Pd -0.105 -0.276 -0.115 0.1 -0.4 0.0
C 1.335 -0.147 -2.588 -0.1 0.0 0.1
Si 2.650 0.090 -1.268 0.2 0.1 0.0
C 3.817 -1.378 -1.443 0.0 0.0 0.1
C 3.616 1.643 -1.718 0.0 0.0 0.1
N 1.874 0.220 0.260 0.1 -0.3 -0.8
C 2.420 0.361 1.500 0.1 0.1 -0.1
C 3.794 0.406 1.796 0.0 0.0 -0.1
C 4.269 0.535 3.094 -0.2 0.0 0.1
C 3.379 0.639 4.156 0.1 0.0 -0.2
C 2.012 0.623 3.890 -0.2 0.0 0.2
C 1.556 0.490 2.596 -0.1 0.0 0.3
O 0.218 0.530 2.244 0.0 0.1 -0.1
C -0.731 0.272 3.202 -0.1 0.0 0.6
C -0.941 -1.027 3.634 0.2 -0.1 0.2
C -1.921 -1.272 4.583 0.0 0.1 0.0
C -2.681 -0.227 5.098 0.1 0.0 0.0
C -2.460 1.068 4.653 0.1 0.0 0.1
C -1.482 1.322 3.700 0.1 0.0 0.3
H 1.815 -0.191 -3.570 0.0 0.0 0.0
H 0.604 0.666 -2.612 0.0 0.0 0.0
H 0.782 -1.084 -2.461 0.0 0.0 0.0
H 4.282 -1.377 -2.433 0.0 0.0 0.0
H 3.263 -2.313 -1.329 0.0 0.0 0.0
H 4.613 -1.374 -0.697 0.0 0.0 0.0
H 3.973 1.602 -2.751 0.0 0.0 0.0
H 4.482 1.781 -1.068 0.0 0.0 0.0
H 2.979 2.525 -1.611 0.0 0.0 0.0
H 4.499 0.328 0.980 0.1 0.0 -0.1
H 5.337 0.554 3.271 0.0 0.0 0.0
H 3.731 0.737 5.175 0.0 0.0 0.0
H 1.298 0.720 4.701 0.0 0.0 -0.1
H -0.350 -1.826 3.204 0.0 0.1 0.1
H -2.102 -2.288 4.911 0.0 0.0 0.0
H -3.449 -0.426 5.834 0.0 0.0 0.0
H -3.054 1.886 5.041 0.0 0.0 0.0
H -1.292 2.325 3.338 0.0 0.0 0.2
O -1.683 1.899 -0.547 -0.1 0.1 0.0
N -2.792 0.253 0.906 -0.4 -0.2 -0.1
C -3.760 0.964 1.637 -0.1 -0.1 -0.1
C -4.780 0.377 2.317 0.0 0.0 -0.1
C -4.887 -1.023 2.364 0.0 0.0 0.0
C -3.825 -1.752 1.800 0.0 0.0 0.0
C -2.790 -1.149 1.133 0.1 -0.1 -0.2
S -1.384 -2.129 0.711 -0.1 0.1 -0.2
H -3.651 2.035 1.646 0.0 0.1 0.0
H -5.482 1.013 2.843 0.0 0.0 0.0
H -5.693 -1.518 2.887 0.0 0.0 0.0
H -3.765 -2.825 1.931 0.0 0.0 0.0
C -4.761 0.058 -1.326 0.0 0.0 0.0
N -3.793 1.130 -1.218 -0.1 -0.1 0.0
C -4.387 2.423 -0.993 0.0 0.0 -0.1
C -2.558 0.739 -0.580 0.1 0.2 0.0
C -1.535 2.747 0.572 0.1 -0.2 0.0
O -1.954 -0.211 -1.245 0.3 0.3 0.3
H -5.416 0.253 -2.180 0.0 0.0 0.0
H -5.387 -0.042 -0.426 0.0 0.0 0.0
H -4.235 -0.879 -1.495 0.0 0.0 0.0
H -5.100 2.611 -1.803 0.0 0.0 0.0
H -3.625 3.198 -1.045 0.0 0.0 0.0
H -4.939 2.515 -0.045 0.0 0.0 0.0
H -2.403 3.397 0.728 0.0 0.0 0.0
H -0.674 3.378 0.350 0.0 0.0 0.0
H -1.327 2.187 1.485 -0.1 0.1 -0.4
```
Positions in Å, forces in eV/Å.

Output
Gap between HOMO and LUMO (alpha / beta) ... 5.3 / 6.3 eV
Electronic energy ... -58196.415 eV
2S+1 ... 4
Net charge ... -1